1.
# C34H65BN7O6P2

A 3-piece molecular cluster, C34H65BN7O6P2 overall at a distorted geometry (ωB97M-V with the def2-TZVPD basis set, OMol25).

The LUMO energy comes out at 0.105 eV. As for the total charge: -1. The value obtained for the electronic energy is -78269.67707 eV. The calculation puts the highest occupied orbital energy at -5.064 eV.

Structure (XYZ):
```
115
Properties=species:S:1:pos:R:3:lowdin_charge:R:1
C 2.75 2.23 -2.27 -0.0827
C 4.08 1.82 -3.10 -0.2127
O 4.66 0.57 -2.58 -0.1157
C 5.52 0.89 -1.47 -0.3532
O 6.70 1.31 -1.67 0.0490
C 4.92 0.65 -0.01 -0.0872
C 5.79 1.27 1.19 -0.1969
C 5.32 0.70 2.62 -0.0940
B 4.02 1.47 3.26 -0.8862
C 2.55 1.02 2.66 0.0022
C 1.38 2.01 2.33 -0.0062
C 0.03 1.37 1.82 -0.0681
C -0.01 -0.17 1.71 -0.1714
N 1.05 -1.10 1.98 -0.0162
C 2.25 -0.50 2.45 -0.0860
O 3.83 1.20 4.72 -0.0315
C 3.36 2.47 5.21 -0.3253
C 3.02 2.66 6.76 -0.0621
C 4.55 3.41 4.55 -0.2108
C 5.86 2.98 5.36 -0.0952
C 7.12 3.99 5.13 -0.1264
C 7.16 5.44 5.71 -0.0379
C 8.45 6.28 5.45 -0.0958
C 9.68 5.76 4.64 -0.0683
C 9.59 4.31 4.07 -0.2232
C 10.83 3.68 3.25 -0.1107
C 8.34 3.43 4.30 0.0162
O 4.38 2.92 3.17 -0.0503
H 2.51 1.36 -1.57 0.0721
H 1.86 2.42 -2.96 0.0693
H 3.01 3.18 -1.69 0.0837
H 4.88 2.64 -3.07 0.1239
H 3.76 1.59 -4.18 0.1164
H 4.81 -0.48 0.22 0.1368
H 3.88 1.17 0.04 0.1126
H 5.87 2.40 1.12 0.1181
H 6.87 0.87 1.03 0.1095
H 6.26 0.72 3.30 0.0924
H 5.11 -0.43 2.45 0.0883
H 1.50 3.13 2.45 0.0873
H -0.89 2.01 1.58 0.0701
H -1.01 -0.62 1.35 0.0815
H 3.11 -1.22 2.72 0.1041
H 2.43 2.95 4.70 0.1311
H 3.63 3.50 7.26 0.0711
H 3.25 1.70 7.33 0.0774
H 1.89 2.88 6.87 0.0761
H 4.20 4.50 4.59 0.1542
H 5.71 2.97 6.51 0.1199
H 6.26 1.94 5.10 0.1084
H 6.30 5.85 6.34 0.0854
H 8.56 7.34 5.88 0.0716
H 10.62 6.41 4.50 0.0872
H 10.59 2.57 3.01 0.0750
H 11.72 3.65 3.98 0.0734
H 11.11 4.27 2.32 0.0718
H 8.26 2.34 3.92 0.0989
O -2.19 -1.46 -1.26 -0.3058
P -2.05 -2.51 -2.38 0.7614
N -2.27 -3.79 -1.26 -0.3075
C -1.61 -5.07 -1.18 -0.1296
C -3.64 -3.91 -0.75 -0.1392
N -0.38 -2.15 -2.62 -0.3525
C 0.63 -2.66 -1.71 -0.1198
C -0.11 -0.73 -2.84 -0.1518
N -1.94 -3.70 -3.69 -0.3149
C -3.19 -4.25 -4.17 -0.1474
C -0.77 -4.33 -4.26 -0.1227
H -2.02 -5.80 -1.89 0.0713
H -1.74 -5.50 -0.18 0.0889
H -0.54 -5.01 -1.32 0.0514
H -4.27 -4.49 -1.44 0.0660
H -4.11 -2.94 -0.61 0.0628
H -3.66 -4.40 0.23 0.0827
H 0.36 -2.53 -0.66 0.0816
H 1.60 -2.17 -1.87 0.0860
H 0.84 -3.72 -1.91 0.0524
H -0.09 -0.16 -1.91 0.0742
H -0.88 -0.29 -3.49 0.0686
H 0.85 -0.59 -3.35 0.0741
H -3.37 -5.26 -3.77 0.0758
H -3.22 -4.31 -5.26 0.0762
H -4.04 -3.62 -3.87 0.0650
H -0.33 -5.07 -3.59 0.0696
H 0.00 -3.61 -4.55 0.0828
H -1.02 -4.86 -5.19 0.0779
O -7.25 -2.72 -1.08 -0.3036
P -8.33 -1.93 -1.84 0.7624
N -7.62 -2.29 -3.36 -0.3104
C -7.45 -1.45 -4.53 -0.1284
C -7.78 -3.68 -3.78 -0.1447
N -7.77 -0.42 -1.21 -0.3575
C -6.60 0.25 -1.78 -0.1231
C -7.64 -0.40 0.25 -0.1495
N -9.63 -1.04 -2.64 -0.3169
C -10.69 -1.84 -3.24 -0.1455
C -9.73 0.37 -2.96 -0.1202
H -8.37 -1.37 -5.12 0.0738
H -6.68 -1.87 -5.18 0.0861
H -7.10 -0.45 -4.29 0.0522
H -8.75 -3.85 -4.26 0.0666
H -7.71 -4.37 -2.93 0.0702
H -6.98 -3.98 -4.48 0.0755
H -5.76 -0.44 -1.93 0.0858
H -6.25 1.06 -1.14 0.0868
H -6.85 0.74 -2.72 0.0525
H -6.71 -0.88 0.59 0.0796
H -8.48 -0.93 0.72 0.0704
H -7.66 0.62 0.63 0.0779
H -10.57 -1.93 -4.32 0.0758
H -11.68 -1.42 -3.03 0.0785
H -10.69 -2.85 -2.82 0.0729
H -9.06 0.66 -3.77 0.0707
H -9.54 1.00 -2.09 0.0833
H -10.75 0.64 -3.28 0.0804
```

2.
# C34H65N3O21

A 10-piece molecular cluster, C34H65N3O21 overall at a distorted geometry (ωB97M-V with the def2-TZVPD basis set, OMol25).

The LUMO energy comes out at 0.583 eV. As for the total charge: 0. The value obtained for the electronic energy is -83778.47670 eV. The calculation puts the highest occupied orbital energy at -10.432 eV.

Structure (XYZ):
```
123
Properties=species:S:1:pos:R:3:lowdin_charge:R:1
C 3.55 1.52 -3.57 -0.0777
C 2.59 2.62 -3.16 -0.2161
O 2.05 3.08 -4.42 0.0336
C 1.29 4.14 -4.45 -0.6377
O 1.05 4.82 -3.46 0.0990
O 0.84 4.32 -5.66 0.0212
C 0.16 5.56 -5.87 -0.0303
H 3.73 0.85 -2.71 0.0586
H 4.47 2.02 -3.79 0.0668
H 3.16 0.86 -4.38 0.0835
H 3.12 3.45 -2.61 0.1189
H 1.75 2.33 -2.50 0.1052
H 0.84 6.37 -5.70 0.0904
H -0.73 5.62 -5.23 0.0984
H -0.23 5.56 -6.90 0.1020
C 6.62 3.08 1.04 -0.0633
C 5.76 2.52 -0.07 -0.2068
O 4.44 2.08 0.34 0.0184
C 3.52 3.03 0.56 -0.6247
O 2.42 2.71 0.93 0.1092
O 3.91 4.25 0.23 -0.0326
C 2.85 5.24 -0.07 0.0382
H 6.50 4.14 1.17 0.0696
H 7.70 2.86 0.87 0.0829
H 6.31 2.59 2.01 0.1002
H 6.11 1.62 -0.57 0.1209
H 5.64 3.33 -0.87 0.1367
H 3.27 6.23 0.10 0.0962
H 2.03 5.07 0.61 0.0808
H 2.42 5.07 -1.07 0.0866
C 3.80 -1.34 2.37 -0.0739
C 4.59 -2.47 1.77 -0.2412
O 5.75 -1.91 1.17 0.0222
C 6.56 -1.29 2.06 -0.6325
O 6.53 -1.54 3.23 0.1328
O 7.32 -0.42 1.46 0.0306
C 8.27 0.17 2.35 -0.0336
H 4.11 -1.13 3.42 0.0893
H 2.78 -1.81 2.37 0.0658
H 3.89 -0.36 1.81 0.1011
H 4.07 -2.96 0.96 0.1101
H 4.79 -3.24 2.54 0.1387
H 8.96 -0.45 2.85 0.0906
H 7.68 0.62 3.14 0.0942
H 8.71 1.02 1.84 0.0836
C -5.15 -5.46 1.10 -0.0520
C -4.50 -5.04 2.40 -0.2120
O -4.77 -3.64 2.53 0.0344
C -4.43 -3.11 3.68 -0.6837
O -4.10 -3.71 4.69 0.1002
O -4.50 -1.84 3.61 0.0001
C -4.58 -1.11 4.83 -0.0276
H -6.20 -5.32 1.15 0.0700
H -5.05 -6.54 1.01 0.0741
H -4.67 -4.91 0.26 0.0795
H -3.39 -5.07 2.41 0.0917
H -4.86 -5.64 3.30 0.1460
H -4.60 -0.10 4.47 0.0725
H -3.64 -1.26 5.44 0.1136
H -5.52 -1.40 5.36 0.1166
C -5.60 1.38 0.15 -0.0576
C -5.52 -0.06 -0.02 -0.2319
O -5.14 -0.37 -1.33 0.0533
C -4.80 -1.55 -1.69 -0.6173
O -4.75 -2.50 -0.91 0.0977
O -4.56 -1.52 -3.01 -0.0017
C -4.46 -2.81 -3.70 -0.0187
H -4.64 1.81 0.07 0.0576
H -5.96 1.51 1.13 0.0823
H -6.22 1.80 -0.62 0.0906
H -6.48 -0.56 0.16 0.1460
H -4.70 -0.45 0.59 0.1281
H -4.07 -3.59 -3.08 0.0818
H -3.99 -2.63 -4.67 0.0895
H -5.44 -3.19 -4.00 0.0917
C -0.65 1.03 -0.56 -0.0241
C -1.89 0.38 -1.17 -0.1816
O -2.21 0.68 -2.53 0.0062
C -2.96 1.72 -2.89 -0.5959
O -3.49 2.48 -2.14 0.1433
O -3.12 1.70 -4.22 0.0062
C -3.99 2.70 -4.71 -0.0517
H 0.10 1.12 -1.32 0.0353
H -0.23 0.48 0.27 0.0483
H -0.93 2.07 -0.30 0.1034
H -2.69 0.64 -0.51 0.0899
H -1.98 -0.72 -1.19 0.1162
H -4.96 2.43 -4.39 0.0791
H -3.88 2.77 -5.83 0.1143
H -3.82 3.70 -4.28 0.0976
C -1.19 -4.08 1.87 -0.0165
C -1.70 -2.83 1.10 -0.1451
O -0.84 -2.48 -0.01 0.0264
C 0.30 -1.90 0.28 -0.6276
O 0.67 -1.58 1.39 0.0903
O 1.00 -1.72 -0.84 0.0025
C 2.20 -0.97 -0.78 -0.0239
H -0.13 -4.11 1.72 0.0726
H -1.65 -4.95 1.37 0.0770
H -1.52 -4.08 2.89 0.0652
H -1.59 -1.99 1.72 0.0745
H -2.70 -2.74 0.75 0.1038
H 2.53 -0.74 -1.79 0.0761
H 2.99 -1.55 -0.32 0.0792
H 2.11 -0.12 -0.18 0.0671
C -0.97 -1.96 -3.71 -0.0082
C -0.06 -0.74 -3.62 -0.1845
N 0.70 0.15 -3.55 0.1943
H -0.95 -2.44 -2.72 0.0855
H -0.51 -2.59 -4.43 0.0672
H -1.91 -1.59 -4.06 0.0458
C 0.15 1.54 3.10 -0.0368
C -1.19 0.95 2.82 -0.2478
N -2.25 0.61 2.55 0.1629
H 0.06 2.61 3.19 0.0842
H 0.81 1.40 2.21 0.0660
H 0.55 1.10 3.98 0.0421
C 0.58 -1.89 4.86 -0.0580
C 0.40 -0.81 5.87 -0.2979
N 0.28 -0.08 6.74 0.1260
H 1.33 -2.62 5.27 0.1004
H 0.88 -1.46 3.85 0.0639
H -0.35 -2.44 4.81 0.0662
```

3.
# C34H66BClF8N7O4S

A 4-piece molecular cluster, C34H66BClF8N7O4S overall at a distorted geometry (ωB97M-V with the def2-TZVPD basis set, OMol25).

The LUMO energy comes out at -2.215 eV. As for the total charge: +1. The value obtained for the electronic energy is -100716.75326 eV. The calculation puts the highest occupied orbital energy at -10.853 eV.

Structure (XYZ):
```
122
Properties=species:S:1:pos:R:3:lowdin_charge:R:1
C 3.47 3.28 3.04 0.0173
C 3.07 2.61 1.92 -0.1723
C 1.78 2.81 1.10 -0.5312
S 0.95 4.31 1.80 0.9717
C 1.02 1.43 1.27 -0.1465
C 0.24 1.40 2.61 -0.1312
C -1.23 1.78 2.88 -0.4124
C -1.38 1.92 4.40 -0.0587
C -1.93 2.98 2.23 -0.0945
C 0.38 0.70 0.00 -0.2145
C 1.28 -0.57 -0.16 -0.0735
C 1.31 -1.49 -1.39 -0.0464
C 0.32 -2.63 -1.49 -0.6025
F 0.80 -3.52 -2.39 0.1226
F -0.90 -2.27 -1.97 0.1183
F 0.21 -3.31 -0.34 0.1415
C -1.09 0.28 0.19 -0.1576
C -1.49 -1.01 0.93 -0.6117
C -0.92 -1.51 2.25 -0.1499
Cl -3.28 -0.80 1.22 0.6878
N 0.55 1.53 -1.31 0.0850
C -0.35 1.08 -2.43 -0.1203
C 0.16 1.25 -3.85 -0.1973
N 1.50 0.68 -4.01 0.0294
C 0.64 3.01 -1.01 -0.0660
C 0.01 4.03 -2.00 -0.3411
F 0.00 5.16 -1.21 0.1010
F 0.66 4.31 -3.14 0.1418
C -1.53 3.94 -2.33 -0.5446
F -2.19 3.35 -1.33 0.1721
F -2.03 5.15 -2.49 0.2074
F -1.78 3.30 -3.48 0.1610
C 2.03 3.31 -0.39 -0.2422
C 3.26 2.52 -0.92 -0.1181
C 3.47 2.53 -2.45 -0.1927
C 4.89 2.96 -2.83 -0.1827
C 5.97 2.02 -2.30 -0.2708
N 5.67 0.61 -2.56 0.0049
B 2.70 4.77 -0.46 -0.6285
N 2.61 5.62 -1.65 0.1768
O 3.57 5.15 0.55 0.1162
H 3.62 2.75 3.97 0.0767
H 3.63 4.35 3.03 0.0594
H 3.72 1.79 1.61 0.1148
H 0.78 4.00 3.09 -0.0759
H 1.87 0.80 1.54 0.1125
H 0.38 0.43 3.08 0.1018
H 0.86 1.99 3.28 0.0941
H -1.86 0.92 2.66 0.0610
H -2.40 1.74 4.72 0.0910
H -1.01 2.89 4.74 0.0819
H -0.77 1.15 4.90 0.0727
H -1.66 3.15 1.19 0.0329
H -1.72 3.89 2.77 0.0604
H -3.01 2.82 2.28 0.0939
H 2.30 -0.18 -0.16 0.1094
H 1.25 -1.16 0.75 0.1224
H 1.32 -1.00 -2.36 0.0991
H 2.26 -2.01 -1.38 0.1460
H -1.64 1.15 0.55 0.0822
H -1.60 0.13 -0.75 0.0876
H -1.53 -1.85 0.24 0.0595
H -1.15 -2.57 2.35 0.0903
H 0.15 -1.43 2.40 0.0665
H -1.39 -1.06 3.11 0.0492
H 1.45 1.17 -1.66 0.1341
H -1.37 1.41 -2.28 0.1139
H -0.51 0.01 -2.34 0.0988
H -0.53 0.65 -4.45 0.1328
H 0.08 2.24 -4.29 0.1051
H 1.49 -0.01 -4.75 0.0956
H 2.12 1.39 -4.36 0.0707
H -0.10 3.13 -0.22 0.1100
H 3.32 1.50 -0.54 0.1059
H 4.16 2.99 -0.51 0.1177
H 2.72 3.14 -2.96 0.1043
H 3.41 1.50 -2.78 0.0696
H 5.11 3.95 -2.42 0.1121
H 5.00 3.03 -3.91 0.1194
H 6.11 2.19 -1.22 0.1064
H 6.93 2.24 -2.77 0.1177
H 6.44 0.02 -2.25 0.0731
H 4.88 0.31 -2.00 0.0425
H 2.48 6.59 -1.38 0.0937
H 3.42 5.54 -2.24 0.0827
H 3.27 5.93 1.02 0.1124
C -1.14 -8.06 -2.86 -0.0113
C -1.54 -8.24 -1.42 -0.5536
O -1.62 -9.34 -0.90 0.0414
N -1.81 -7.11 -0.70 0.0073
C -1.76 -5.73 -1.14 -0.0787
H -0.96 -9.05 -3.29 0.0831
H -1.93 -7.57 -3.43 0.0828
H -0.22 -7.48 -2.94 0.0805
H -2.07 -7.30 0.25 0.1389
H -1.05 -5.19 -0.53 0.0610
H -2.75 -5.28 -1.02 0.0879
H -1.46 -5.66 -2.18 0.0708
C -6.36 -2.53 -3.70 -0.0085
C -5.84 -2.07 -2.36 -0.5484
O -6.46 -2.26 -1.33 0.0468
N -4.64 -1.43 -2.34 0.0096
C -3.77 -1.12 -3.45 -0.0826
H -7.32 -3.02 -3.55 0.0852
H -6.50 -1.69 -4.38 0.0847
H -5.67 -3.24 -4.16 0.0838
H -4.36 -1.15 -1.41 0.0869
H -2.79 -1.59 -3.31 0.0594
H -3.62 -0.03 -3.52 0.0774
H -4.19 -1.47 -4.38 0.0757
C -1.66 -1.59 6.83 0.0036
C -0.88 -2.54 5.95 -0.5265
O -0.39 -2.19 4.89 0.0050
N -0.74 -3.81 6.38 0.0145
C -1.25 -4.41 7.61 -0.0647
H -1.68 -0.61 6.34 0.0626
H -2.68 -1.93 6.96 0.0907
H -1.18 -1.48 7.80 0.0902
H -0.22 -4.40 5.76 0.1419
H -0.43 -4.79 8.21 0.0867
H -1.92 -5.24 7.37 0.0870
H -1.80 -3.68 8.19 0.0730
```

4.
# C34H67Br16ClINO5P2

A 9-piece molecular cluster, C34H67Br16ClINO5P2 overall at a distorted geometry (ωB97M-V with the def2-TZVPD basis set, OMol25).

The LUMO energy comes out at 0.176 eV. As for the total charge: 0. The value obtained for the electronic energy is -1207946.00686 eV. The calculation puts the highest occupied orbital energy at -7.831 eV.

Structure (XYZ):
```
127
Properties=species:S:1:pos:R:3:lowdin_charge:R:1
C -1.01 1.45 -5.55 -0.1666
O -0.74 0.20 -6.20 -0.2177
C -0.58 -0.88 -5.26 -0.2510
C 0.42 -2.02 -5.80 -0.1454
C 0.32 -3.33 -4.86 -0.2312
C 1.38 -3.27 -3.66 -0.2203
C 1.03 -4.28 -2.47 -0.2019
C 1.85 -4.03 -1.13 -0.1745
C 0.98 -3.50 0.10 -0.1447
C 1.01 -1.92 0.30 -0.2872
O 1.36 -1.41 1.63 -0.1250
C 0.85 -0.06 1.75 -0.2864
C 1.81 0.96 2.50 -0.0334
C 1.09 2.48 2.43 -0.1810
C -0.53 2.49 2.83 -0.1093
O 0.69 3.06 3.72 -0.1702
C 0.21 0.35 0.34 -0.2601
C 1.01 1.26 -0.68 -0.1759
C 1.86 0.54 -1.80 -0.6262
C 3.42 0.75 -1.46 -0.1607
Cl 1.57 1.47 -3.38 0.6023
C -0.33 -1.08 -0.07 -0.5662
P -1.01 -1.32 -1.86 0.9147
N -2.19 -2.63 -1.85 -0.1997
O -1.92 0.08 -2.27 -0.3125
P -1.79 -1.83 0.94 0.5565
O -1.17 -2.77 2.25 -0.4125
I -3.14 -0.09 2.02 0.4565
H -1.93 1.97 -5.97 0.0973
H -1.16 1.38 -4.43 0.0544
H -0.12 2.15 -5.72 0.0428
H -1.60 -1.35 -5.07 0.1081
H -0.09 -0.46 -4.34 0.0381
H 1.46 -1.55 -5.71 0.0858
H 0.18 -2.24 -6.89 0.1139
H -0.74 -3.44 -4.45 -0.0092
H 0.61 -4.19 -5.54 0.1120
H 2.43 -3.44 -4.07 0.1234
H 1.34 -2.22 -3.25 0.0552
H 1.31 -5.32 -2.86 0.1158
H -0.09 -4.30 -2.32 0.0795
H 2.78 -3.39 -1.29 0.1201
H 2.26 -5.04 -0.81 0.1083
H 1.42 -3.95 1.05 0.0416
H -0.08 -3.90 0.00 0.0957
H 1.96 -1.65 -0.27 0.1320
H -0.05 -0.16 2.42 0.1021
H 1.81 0.72 3.60 0.1291
H 2.84 1.08 2.05 0.0972
H 1.44 3.20 1.56 0.1460
H -0.69 3.08 1.83 0.0517
H -1.13 3.25 3.40 0.0547
H -0.71 0.99 0.56 0.0806
H 0.25 1.93 -1.21 0.0529
H 1.70 1.99 -0.15 0.1063
H 1.63 -0.54 -2.00 0.0420
H 3.75 0.21 -0.53 0.0857
H 4.00 0.46 -2.39 0.0738
H 3.54 1.89 -1.37 -0.0378
H -2.49 -2.83 -2.81 -0.0200
H -1.83 -3.48 -1.41 0.0016
H -2.60 0.14 -1.55 0.0421
H -1.98 -2.99 2.77 -0.0381
Br 4.74 3.92 2.25 0.6278
C 6.34 3.40 1.27 -0.6849
C 6.52 4.22 0.02 -0.6791
Br 5.30 3.63 -1.39 0.6923
H 6.26 2.33 1.07 0.0522
H 7.17 3.57 1.96 0.0581
H 7.52 4.09 -0.40 0.0585
H 6.33 5.28 0.17 0.0520
Br -2.86 -4.36 -5.46 0.7112
C -4.79 -4.46 -5.22 -0.6722
C -5.21 -3.88 -3.89 -0.6900
Br -4.83 -5.11 -2.43 0.6088
H -5.08 -5.50 -5.34 0.0512
H -5.21 -3.88 -6.04 0.0592
H -6.29 -3.72 -3.87 0.0586
H -4.71 -2.94 -3.66 0.0415
Br 2.56 1.18 -9.32 0.6072
C 2.37 1.67 -7.45 -0.7035
C 3.70 1.68 -6.74 -0.6893
Br 4.30 -0.13 -6.34 0.5946
H 1.65 0.98 -7.01 0.0277
H 1.94 2.67 -7.46 0.0579
H 3.62 2.17 -5.77 0.0385
H 4.49 2.15 -7.32 0.0500
Br -3.99 3.44 8.43 0.5960
C -2.40 2.94 7.42 -0.6971
C -2.25 3.77 6.17 -0.6772
Br -3.48 3.17 4.78 0.6281
H -2.47 1.87 7.22 0.0569
H -1.56 3.12 8.10 0.0061
H -1.25 3.65 5.75 0.0483
H -2.45 4.83 6.34 0.0518
Br 0.17 4.78 -4.11 0.6149
C -1.76 4.70 -3.87 -0.6769
C -2.17 5.29 -2.54 -0.6795
Br -1.80 4.07 -1.07 0.6406
H -2.04 3.65 -3.98 0.0366
H -2.17 5.27 -4.69 0.0616
H -3.25 5.45 -2.51 0.0589
H -1.66 6.23 -2.32 0.0517
Br 1.80 2.74 8.19 0.6081
C 1.84 3.84 9.80 -0.6907
C 0.47 4.35 10.16 -0.6907
Br -0.06 5.82 9.00 0.6180
H 2.56 4.64 9.62 0.0517
H 2.22 3.18 10.58 0.0578
H 0.46 4.76 11.16 0.0595
H -0.30 3.58 10.07 0.0422
Br 1.67 -4.97 6.69 0.5945
C 2.61 -3.96 5.31 -0.6929
C 1.83 -3.93 4.03 -0.6850
Br 1.96 -5.62 3.07 0.6431
H 3.60 -4.42 5.20 0.0500
H 2.73 -2.96 5.72 0.0570
H 2.24 -3.18 3.35 0.0472
H 0.77 -3.73 4.17 0.0478
Br -4.66 -3.56 2.75 0.6246
C -6.11 -3.09 3.96 -0.6725
C -7.43 -3.04 3.24 -0.6941
Br -7.60 -1.40 2.19 0.5970
H -5.84 -2.15 4.43 0.0545
H -6.12 -3.88 4.72 0.0589
H -8.26 -3.01 3.95 0.0580
H -7.58 -3.87 2.55 0.0518
```